Record 1
Molecular formula: C41H34LiN8O6S
Method: DFT, ωB97M-V/def2-TZVPD

XYZ file:
```
91
Properties=species:S:1:pos:R:3:forces:R:3
Li -0.699 0.297 -0.542 0.73 0.26 -0.34
N -1.485 -3.857 -0.911 0.37 0.21 -0.51
C -2.429 -4.224 0.038 -0.44 -0.23 0.38
C -2.594 -5.565 0.346 -0.03 0.14 0.06
C -3.538 -5.964 1.285 0.08 -0.07 -0.03
C -4.312 -5.020 1.922 -0.16 0.09 0.15
C -4.151 -3.670 1.616 0.17 -0.10 -0.12
C -3.222 -3.268 0.678 0.20 0.45 -0.29
S -2.994 -1.510 0.343 -1.34 -0.92 0.88
N -1.758 -1.529 -0.714 0.92 -0.06 -0.69
C -1.158 -2.541 -1.193 -0.95 -0.25 0.71
C -0.061 -2.284 -2.118 1.05 -0.27 -0.94
C 0.608 -3.288 -2.829 -0.32 0.14 0.35
C 1.696 -2.938 -3.605 0.17 0.18 -0.09
C 2.061 -1.604 -3.692 -0.14 -0.28 0.01
C 1.285 -0.670 -3.013 0.41 0.08 -0.26
N 0.280 -1.005 -2.238 -0.50 -0.18 0.28
H -0.874 -4.587 -1.236 0.01 0.17 0.07
H -1.974 -6.301 -0.147 0.08 -0.10 -0.09
H -3.654 -7.015 1.511 -0.01 -0.04 0.03
H -5.038 -5.317 2.665 -0.06 -0.02 0.02
H -4.745 -2.918 2.112 -0.12 0.09 0.11
H 0.289 -4.319 -2.795 0.01 -0.07 0.04
H 2.248 -3.702 -4.138 0.01 0.01 -0.02
H 2.916 -1.297 -4.274 0.02 0.08 -0.08
H 1.480 0.390 -3.080 0.09 0.17 0.09
C 2.985 0.802 5.278 0.06 0.01 -0.13
C 3.947 0.980 4.142 -0.08 0.03 0.03
C 5.300 1.149 4.384 0.06 -0.02 -0.10
C 6.207 1.316 3.351 0.14 0.05 0.00
C 5.752 1.305 2.044 0.04 0.02 0.02
C 4.407 1.136 1.776 -0.06 -0.11 -0.03
C 3.489 0.982 2.814 0.47 0.09 -0.01
N 2.132 0.822 2.569 -0.46 -0.12 0.29
C 1.531 0.937 1.296 0.28 -0.19 0.13
N 1.759 2.124 0.710 0.31 0.44 0.60
C 1.259 2.662 -0.494 -0.26 0.52 -1.33
C 0.409 1.928 -1.309 -0.43 -0.97 0.44
C -0.014 2.520 -2.489 0.56 0.69 0.27
C 0.349 3.814 -2.826 -0.17 0.04 -0.39
C 1.202 4.524 -1.999 0.00 0.08 -0.01
C 1.690 3.958 -0.832 0.16 -0.07 0.29
C 2.644 4.733 0.038 -0.12 -0.06 -0.16
N 0.852 -0.016 0.790 -0.33 0.20 -0.43
C 0.579 -1.191 1.466 0.06 -0.46 0.50
C -0.485 -1.227 2.369 0.10 0.07 0.00
C -0.860 -2.413 2.967 0.03 -0.19 0.20
C -0.190 -3.587 2.664 -0.12 -0.08 0.04
C 0.870 -3.554 1.773 0.04 -0.05 0.07
C 1.287 -2.369 1.185 0.07 -0.02 -0.03
C 2.497 -2.325 0.299 -0.06 0.06 0.05
H 3.485 0.985 6.227 -0.03 -0.01 0.05
H 2.586 -0.214 5.296 -0.11 -0.06 0.06
H 2.148 1.491 5.179 -0.12 0.02 0.05
H 5.651 1.160 5.406 0.00 -0.01 0.13
H 7.257 1.456 3.564 0.07 0.00 0.02
H 6.446 1.420 1.225 0.07 0.01 -0.09
H 4.058 1.096 0.755 0.00 0.04 -0.08
H 1.658 0.161 3.171 0.03 0.05 -0.12
H 2.294 2.770 1.270 -0.12 -0.17 0.08
H -0.630 1.959 -3.176 -0.22 -0.11 -0.26
H -0.033 4.267 -3.730 0.01 0.16 -0.18
H 1.503 5.529 -2.267 0.04 0.10 0.01
H 2.881 5.692 -0.419 0.03 0.08 0.00
H 3.580 4.189 0.173 0.14 0.00 0.12
H 2.209 4.932 1.019 0.05 0.04 0.17
H -1.031 -0.313 2.545 -0.12 0.13 0.00
H -1.687 -2.429 3.662 -0.12 0.02 0.04
H -0.501 -4.524 3.106 -0.02 -0.06 0.03
H 1.400 -4.472 1.548 0.08 -0.04 -0.06
H 2.741 -3.313 -0.090 -0.01 -0.04 -0.04
H 3.359 -1.966 0.867 0.07 0.07 -0.07
H 2.330 -1.635 -0.525 0.09 0.04 -0.12
O -3.455 2.504 1.272 -0.37 0.36 0.14
C -2.996 1.875 0.326 0.05 0.02 -0.07
O -2.148 0.946 0.362 -0.08 0.12 0.06
C -3.495 2.238 -1.089 0.03 0.00 0.17
C -4.337 3.324 -1.293 -0.15 0.11 -0.33
C -4.714 3.670 -2.595 1.14 -1.42 0.40
C -4.254 2.943 -3.687 -0.07 0.05 -0.26
C -3.446 1.836 -3.463 -0.55 0.91 1.51
C -3.067 1.484 -2.169 -0.04 0.09 -0.39
N -2.968 1.070 -4.566 0.67 -1.08 -1.38
O -2.369 0.022 -4.335 -0.43 0.73 -0.06
O -3.175 1.492 -5.700 0.04 -0.14 0.52
N -5.575 4.787 -2.827 -0.96 1.25 -0.28
O -5.847 5.075 -3.989 0.12 -0.13 0.49
O -6.009 5.402 -1.861 0.25 -0.34 -0.39
H -4.690 3.899 -0.451 0.06 -0.03 0.09
H -4.521 3.244 -4.688 -0.01 -0.07 0.02
H -2.411 0.643 -2.007 -0.03 -0.09 -0.03
```
Positions in Å, forces in eV/Å.

* 2S+1: 1
* largest force on an atom: 1.88 eV/Å
* E_LUMO: 1.7 eV
* frontier orbital gap: 5.474 eV
* net charge: -1

Record 2
Molecular formula: C41H34N3O2PPtS3
Method: DFT, ωB97M-V/def2-TZVPD

XYZ file:
```
85
Properties=species:S:1:pos:R:3:forces:R:3
Pt -0.470 0.705 0.567 -0.11 -0.33 0.29
O -2.593 -1.243 0.232 0.46 -0.29 -0.30
N -2.406 0.111 0.362 0.20 0.17 0.01
C -3.489 0.778 0.434 -0.07 -0.05 -0.03
C -3.590 2.228 0.570 -0.01 -0.01 -0.03
C -4.791 2.719 1.072 -0.02 -0.02 0.00
C -4.996 4.084 1.213 0.01 0.00 0.00
C -4.005 4.967 0.822 -0.01 -0.01 0.01
C -2.811 4.485 0.296 0.03 0.01 0.00
C -2.585 3.121 0.167 0.02 0.09 -0.02
P -1.047 2.523 -0.601 -0.07 0.37 -0.14
C -1.420 2.284 -2.343 -0.05 -0.09 0.02
C -2.126 3.258 -3.054 -0.02 0.00 0.00
C -2.403 3.065 -4.395 0.01 -0.01 -0.02
C -1.983 1.901 -5.030 -0.01 0.02 0.00
C -1.290 0.929 -4.325 0.02 -0.02 0.01
C -1.009 1.114 -2.977 0.05 0.02 -0.01
C 0.096 3.912 -0.453 0.08 -0.08 -0.04
C 0.506 4.291 0.828 0.00 0.01 0.01
C 1.429 5.310 0.985 -0.02 0.01 0.02
C 1.951 5.955 -0.133 0.01 -0.01 0.00
C 1.543 5.585 -1.404 0.03 -0.02 0.01
C 0.617 4.561 -1.569 -0.02 -0.02 -0.01
H -1.745 -1.610 -0.192 -0.27 0.19 0.01
H -4.410 0.203 0.384 0.01 -0.02 0.01
H -5.571 2.025 1.360 0.00 0.01 -0.01
H -5.929 4.451 1.618 0.00 0.00 0.00
H -4.156 6.034 0.917 0.00 -0.01 0.00
H -2.049 5.190 -0.012 -0.01 -0.01 0.00
H -2.460 4.163 -2.560 -0.01 -0.01 0.00
H -2.948 3.818 -4.948 0.00 0.00 0.00
H -2.202 1.752 -6.079 0.00 0.00 0.01
H -0.969 0.027 -4.829 0.01 0.00 0.01
H -0.472 0.356 -2.416 -0.03 -0.02 -0.01
H 0.100 3.791 1.701 0.01 -0.01 -0.01
H 1.741 5.607 1.978 0.00 0.00 -0.01
H 2.674 6.750 -0.007 -0.01 -0.01 0.00
H 1.945 6.088 -2.273 0.00 0.00 0.00
H 0.306 4.276 -2.566 0.02 -0.02 0.01
S -1.024 -4.183 5.811 0.02 0.00 -0.01
C -2.582 -4.864 5.891 0.00 -0.01 0.01
C -3.422 -4.329 4.963 -0.01 0.01 -0.01
C -2.787 -3.343 4.170 -0.01 0.01 -0.01
C -1.473 -3.147 4.510 -0.01 -0.01 0.00
C -0.517 -2.213 3.915 0.02 -0.01 0.01
C -0.864 -1.523 2.734 -0.03 -0.05 -0.02
N -0.057 -0.670 2.136 -0.01 0.03 -0.03
C 1.168 -0.433 2.668 0.02 0.00 0.01
C 1.614 -1.076 3.821 0.00 0.00 -0.01
C 2.944 -0.798 4.290 -0.01 -0.04 0.04
C 3.763 0.029 3.607 0.04 0.02 -0.01
C 3.329 0.674 2.398 -0.03 0.00 0.01
C 4.162 1.468 1.596 0.05 -0.03 0.00
C 3.693 1.978 0.404 0.00 -0.01 -0.04
C 2.344 1.749 0.077 -0.02 0.03 0.01
N 1.520 1.061 0.846 0.11 -0.06 -0.04
C 2.019 0.468 1.968 -0.03 0.00 -0.01
C 4.516 2.763 -0.519 -0.02 0.05 0.03
C 4.450 2.784 -1.885 -0.04 0.00 -0.03
C 5.385 3.678 -2.464 0.00 -0.01 -0.01
C 6.136 4.320 -1.527 0.01 -0.01 0.01
S 5.720 3.846 0.058 0.01 0.02 0.01
C 0.734 -1.970 4.447 -0.01 -0.01 0.02
H -2.798 -5.628 6.621 0.00 0.01 -0.01
H -4.455 -4.623 4.854 0.01 0.00 0.00
H -3.300 -2.797 3.390 0.01 0.00 0.01
H -1.817 -1.692 2.255 0.04 0.01 0.07
H 3.284 -1.285 5.194 0.00 0.01 -0.01
H 4.772 0.211 3.954 -0.01 0.01 -0.01
H 5.190 1.636 1.894 -0.01 0.00 0.00
H 1.939 2.167 -0.830 -0.05 0.09 -0.02
H 3.781 2.158 -2.461 0.01 0.01 0.02
H 5.506 3.825 -3.527 -0.01 0.00 0.01
H 6.921 5.042 -1.685 -0.01 -0.01 0.00
H 1.053 -2.471 5.354 0.00 0.01 0.00
C -1.072 -3.121 -3.261 0.02 -0.05 0.00
S -0.191 -3.410 -1.732 0.00 0.17 0.13
C -1.333 -4.578 -1.003 0.01 -0.04 -0.03
O -0.334 -2.128 -0.926 -0.29 -0.01 0.09
H -1.106 -4.050 -3.830 0.00 0.02 0.00
H -0.503 -2.378 -3.817 -0.02 0.01 -0.01
H -2.076 -2.759 -3.043 0.00 0.01 0.00
H -1.330 -5.486 -1.605 -0.01 0.00 0.02
H -2.333 -4.146 -0.963 0.01 0.01 0.00
H -0.970 -4.806 -0.002 0.00 0.01 -0.01
```
Positions in Å, forces in eV/Å.

* relative energy (zero: lowest compared OMol25 entry of this formula, charge and spin): 0.0 kJ/mol
* 2S+1: 1
* largest force on an atom: 0.63 eV/Å
* E_LUMO: -5.7 eV
* frontier orbital gap: 6.910 eV
* net charge: +2

Record 3
Molecular formula: C41H35ClFeN2Si2
Method: DFT, ωB97M-V/def2-TZVPD

XYZ file:
```
82
Properties=species:S:1:pos:R:3:forces:R:3
C -1.894 -1.084 0.217 -0.26 -1.11 0.11
C -2.706 -0.366 -0.686 -0.10 -1.11 -0.76
C -2.919 -1.196 -1.856 0.63 -0.13 0.81
H -3.184 0.596 -0.510 0.26 -0.27 -0.08
C -2.243 -2.467 -1.588 -0.30 1.18 -0.87
C -1.631 -2.376 -0.312 -0.68 1.14 0.62
H -1.155 -3.198 0.221 0.04 0.36 -0.26
H -1.592 -0.741 1.206 0.01 -0.05 -0.33
H -3.670 -1.014 -2.614 -0.01 -0.14 0.08
H -2.372 -3.376 -2.178 0.11 0.33 0.14
Fe -0.958 -0.574 -2.717 -2.45 0.82 4.38
Si -0.271 -0.668 -4.921 2.77 0.80 -5.28
C -0.066 0.851 -6.088 -0.67 0.18 0.41
C 1.114 1.037 -6.816 0.25 0.24 -0.37
H 2.003 0.438 -6.604 -0.27 0.08 -0.05
C 1.185 1.971 -7.857 -0.05 -0.18 0.29
H 2.122 2.104 -8.408 -0.39 -0.10 0.20
C 0.060 2.734 -8.185 -0.12 -0.09 0.18
H 0.106 3.451 -9.010 -0.06 -0.26 0.32
C -1.113 2.577 -7.443 0.10 0.08 -0.02
H -1.989 3.188 -7.679 0.28 -0.24 0.09
C -1.165 1.649 -6.393 -0.01 0.33 -0.37
H -2.089 1.536 -5.824 0.08 0.08 -0.15
C 0.095 -1.838 -6.389 -0.45 -0.45 0.09
C -0.920 -2.016 -7.336 0.23 -0.01 -0.41
H -1.927 -1.663 -7.110 0.12 -0.12 -0.19
C -0.642 -2.567 -8.595 0.01 -0.04 0.08
H -1.439 -2.667 -9.332 0.17 0.03 0.23
C 0.653 -2.987 -8.924 -0.13 0.08 0.36
H 0.874 -3.416 -9.907 -0.14 0.18 0.39
C 1.660 -2.861 -7.967 -0.21 0.16 0.19
H 2.676 -3.202 -8.176 -0.30 0.13 0.01
C 1.379 -2.283 -6.720 0.25 -0.14 -0.10
H 2.207 -2.172 -6.018 -0.33 -0.02 -0.26
H -1.707 -0.679 -4.418 -0.08 0.01 0.39
Si 3.213 1.880 -4.019 -2.29 0.15 1.48
C 2.503 0.132 -3.812 1.00 -0.84 -0.24
C 1.116 -0.215 -3.563 -0.42 1.12 0.06
H 0.572 0.596 -3.016 0.58 -0.28 0.12
C 0.725 -1.626 -3.478 0.70 -2.12 0.04
H -0.249 -2.084 -3.097 1.02 -0.67 0.26
C 1.736 -2.627 -3.584 0.51 0.31 0.14
H 1.422 -3.674 -3.512 0.31 0.36 -0.07
C 3.057 -2.253 -3.726 -0.71 -1.73 0.29
H 3.832 -3.021 -3.720 -0.26 0.19 -0.13
C 3.423 -0.903 -3.884 -0.59 1.82 -0.13
H 4.460 -0.643 -4.084 -0.03 -0.18 0.10
C 1.839 3.131 -4.200 0.19 0.16 0.02
C 0.786 3.089 -3.288 -0.29 0.18 -0.10
H 0.859 2.434 -2.428 -0.04 0.08 -0.09
C -0.347 3.884 -3.454 0.31 0.07 -0.11
H -1.190 3.773 -2.774 0.21 0.24 -0.19
C -0.375 4.819 -4.491 0.11 -0.10 -0.04
H -1.248 5.456 -4.614 0.17 -0.09 -0.03
C 0.713 4.942 -5.362 0.00 -0.10 0.14
H 0.695 5.694 -6.156 0.01 -0.30 0.29
C 1.810 4.087 -5.224 -0.22 -0.13 0.02
H 2.647 4.140 -5.920 -0.25 0.08 0.07
H 3.993 1.932 -5.159 1.49 -0.05 -1.46
Cl 4.193 2.303 -2.266 0.28 -0.07 0.09
C 2.514 -2.870 0.399 -0.06 0.27 0.01
C 1.487 -2.569 -0.512 0.50 0.65 -0.04
N 1.060 -1.333 -0.737 -0.62 -0.22 0.54
C 1.451 -0.345 0.091 0.80 -0.28 0.29
C 2.485 -0.554 1.066 -0.91 0.06 -0.90
C 3.044 -1.844 1.162 -0.17 -0.18 -0.21
C 2.885 0.535 1.893 -0.17 1.00 0.29
C 2.206 1.726 1.879 0.79 -0.69 0.41
C 1.083 1.934 1.025 -0.35 -0.58 -0.75
C 0.276 3.087 1.096 -0.20 -0.19 -0.19
C -0.833 3.185 0.276 0.10 -0.04 -0.02
C -1.051 2.201 -0.695 0.94 -0.38 0.09
N -0.220 1.164 -0.872 -1.07 -0.28 0.36
C 0.752 0.936 0.055 0.15 0.77 -0.19
H 2.868 -3.895 0.444 0.03 0.20 0.22
H 1.026 -3.376 -1.084 0.16 0.29 -0.03
H 3.860 -2.016 1.860 -0.14 -0.03 -0.11
H 3.742 0.389 2.551 -0.26 0.11 -0.09
H 2.511 2.546 2.532 -0.08 -0.28 -0.12
H 0.518 3.857 1.828 -0.10 -0.12 -0.18
H -1.532 4.011 0.327 0.14 0.01 0.14
H -1.924 2.261 -1.352 0.46 0.03 0.10
```
Positions in Å, forces in eV/Å.

* relative energy (zero: lowest compared OMol25 entry of this formula, charge and spin): 69.4 kJ/mol
* 2S+1: 6
* largest force on an atom: 6.02 eV/Å
* E_LUMO (alpha / beta): -3.0 / -4.4 eV
* frontier orbital gap (alpha / beta): 6.083 / 6.447 eV
* net charge: +1

Record 4
Molecular formula: C41H35IN4O2Zn
Method: DFT, ωB97M-V/def2-TZVPD

XYZ file:
```
84
Properties=species:S:1:pos:R:3:forces:R:3
Zn -0.219 0.777 -0.168 -1.13 0.65 0.07
O 1.394 -0.022 -0.139 2.07 0.09 0.82
C 2.432 0.352 0.767 -0.26 -0.39 -1.21
C 1.951 1.186 1.983 -1.69 0.97 0.61
C 0.768 0.546 2.737 -0.87 1.35 -1.77
C 0.839 -0.086 3.940 0.57 -0.79 1.25
C -0.287 -0.675 4.556 0.49 0.68 1.14
C -1.499 -0.517 3.940 -0.60 -0.95 -0.79
C -1.502 0.113 2.665 -0.07 0.38 0.58
C -2.751 0.154 1.902 -0.22 -0.27 -2.02
C -2.702 -0.492 0.427 -0.72 1.06 -0.25
O -2.032 0.346 -0.459 -0.16 -0.21 0.53
C -4.221 -0.560 -0.032 1.84 0.71 -0.68
C -4.622 0.252 -1.090 0.55 0.54 -0.72
C -5.915 0.232 -1.620 0.91 -0.76 0.55
C -6.855 -0.633 -1.072 0.02 0.90 -0.61
C -6.464 -1.318 0.055 -1.66 -1.55 0.43
C -5.157 -1.377 0.513 -1.55 0.02 1.02
C -2.114 -1.893 0.426 1.03 -0.42 0.49
C -2.297 -2.809 1.482 -0.46 -0.06 -1.70
C -1.740 -4.082 1.397 -0.10 -0.76 1.37
C -0.919 -4.497 0.350 -0.15 1.18 0.03
C -0.648 -3.550 -0.637 0.45 0.42 -0.79
C -1.215 -2.251 -0.578 0.83 -0.52 -0.17
N -0.457 0.727 2.113 1.32 -1.09 0.88
C 3.533 1.179 -0.023 -0.72 -0.91 0.82
C 3.328 2.533 -0.130 1.46 1.69 -0.98
C 4.313 3.355 -0.769 -0.67 -0.31 0.32
C 5.415 2.748 -1.368 -0.42 -0.39 0.24
C 5.590 1.359 -1.327 -1.31 0.15 0.76
C 4.658 0.582 -0.596 0.71 0.53 -0.28
C 3.027 -0.931 1.346 0.80 -1.40 -0.03
C 4.080 -0.922 2.267 0.48 2.34 0.80
C 4.652 -2.010 2.877 -0.36 -1.66 0.82
C 4.258 -3.296 2.458 0.94 -0.19 -0.32
C 3.311 -3.344 1.431 0.11 -1.02 0.58
C 2.643 -2.231 0.965 -0.23 0.98 -0.17
H 1.643 2.278 1.736 0.41 -2.00 0.28
H 2.749 1.234 2.700 0.58 0.28 0.19
H 1.787 -0.139 4.478 -0.10 -0.06 -0.37
H -0.176 -1.115 5.591 -0.18 0.35 -1.44
H -2.449 -1.002 4.304 1.20 0.75 -0.34
H -3.128 1.159 1.727 0.03 0.17 0.05
H -3.483 -0.395 2.419 -1.16 -0.50 0.89
H -3.827 0.860 -1.554 -0.60 -0.24 0.30
H -6.122 0.820 -2.484 -0.23 0.39 -0.52
H -7.838 -0.714 -1.562 0.39 -0.02 0.70
H -7.248 -1.902 0.589 0.76 0.24 -0.43
H -5.033 -1.972 1.400 0.52 -0.24 0.12
H -3.033 -2.534 2.215 0.14 -0.26 0.64
H -1.901 -4.796 2.235 -0.02 0.59 -0.65
H -0.442 -5.467 0.389 -0.11 -0.02 -0.21
H 0.054 -3.789 -1.484 -0.77 0.27 1.02
H -0.825 -1.470 -1.254 -0.67 -0.68 0.07
H 2.449 2.986 0.304 0.11 0.14 -0.17
H 4.242 4.468 -0.802 -0.19 -1.07 0.10
H 6.160 3.350 -1.852 0.18 0.23 -0.22
H 6.424 0.935 -1.863 0.14 -0.29 0.20
H 4.849 -0.464 -0.377 -0.07 -0.01 -0.39
H 4.523 0.039 2.629 -0.68 -0.53 -0.52
H 5.270 -1.883 3.790 -0.08 -0.02 -1.06
H 4.790 -4.226 2.826 -0.92 1.23 -0.36
H 3.000 -4.291 0.986 0.17 0.04 0.35
H 1.809 -2.433 0.307 0.01 0.49 -0.24
N -1.081 3.670 0.421 0.75 -1.07 -1.30
C -1.384 4.858 -0.138 0.73 -0.38 0.34
C -0.633 4.965 -1.281 0.51 0.44 -1.23
C 0.104 3.769 -1.458 -0.67 -1.46 1.59
N -0.215 2.932 -0.410 -0.36 1.92 0.12
H -1.396 3.294 1.324 0.29 -0.04 -0.97
H -2.042 5.580 0.324 0.08 -0.20 0.02
H -0.611 5.839 -1.923 -0.02 -0.28 0.09
H 0.838 3.391 -2.249 -1.34 0.74 1.33
I -1.905 2.186 -6.706 0.24 -0.29 0.39
C -0.713 1.039 -5.382 -0.07 -0.59 -1.02
C 0.015 -0.061 -5.880 -0.41 0.64 0.13
C 0.826 -0.747 -4.971 -2.24 0.61 -0.68
C 0.716 -0.426 -3.636 1.72 0.73 0.29
N 0.096 0.663 -3.198 -0.80 -0.36 0.77
C -0.672 1.347 -4.035 -0.04 0.48 -0.04
H -0.116 -0.397 -6.928 0.36 0.43 0.80
H 1.292 -1.611 -5.328 1.01 -1.17 -0.16
H 1.342 -0.941 -2.912 -0.27 -0.05 0.16
H -1.278 2.167 -3.616 0.44 -0.35 -0.23
```
Positions in Å, forces in eV/Å.

* 2S+1: 1
* largest force on an atom: 2.52 eV/Å
* E_LUMO: 0.3 eV
* frontier orbital gap: 8.667 eV
* net charge: 0